A molecular structure, C39H98LiN5O13. Source: the OMol25 dataset; level of theory: ωB97M-V with the def2-TZVPD basis set.

Cartesian coordinates (Å):
Li (-1.90661, -0.26146, -0.78825)
C (0.80973, -2.93554, -1.56723)
C (-0.73688, -3.12757, -1.22067)
C (-0.86306, -3.59695, 0.17691)
O (-1.48189, -1.95396, -1.34554)
H (1.14410, -2.08537, -1.02563)
H (0.88248, -2.98905, -2.63790)
H (1.35876, -3.80963, -1.24392)
H (-1.04947, -4.04203, -1.81407)
H (-0.17175, -3.06368, 0.84539)
H (-0.64645, -4.67539, 0.26283)
H (-1.94306, -3.44233, 0.47250)
C (-5.14214, -3.18245, -2.57387)
C (-4.99260, -3.93983, -1.23712)
C (-3.90666, -4.93199, -1.34594)
O (-4.71349, -2.98359, -0.21796)
H (-5.59527, -3.74678, -3.41218)
H (-4.10675, -2.89690, -2.91155)
H (-5.84032, -2.32818, -2.52893)
H (-5.90649, -4.44148, -1.03614)
H (-2.96975, -4.50988, -1.78565)
H (-4.15020, -5.87691, -1.91341)
H (-3.69433, -5.33421, -0.30801)
H (-3.85429, -2.58961, -0.39818)
C (-2.80012, -2.77664, -5.86619)
C (-1.70973, -2.44472, -4.89064)
C (-0.43018, -1.90923, -5.54956)
O (-2.24071, -1.46414, -3.95542)
H (-2.55989, -3.67038, -6.49499)
H (-3.04789, -1.85681, -6.40369)
H (-3.76585, -3.03335, -5.36881)
H (-1.51584, -3.37106, -4.30630)
H (0.18792, -2.73993, -5.94706)
H (0.23203, -1.55112, -4.77502)
H (-0.75448, -1.16453, -6.28343)
H (-1.91529, -1.73054, -3.07622)
C (-2.50214, -4.13608, 3.62553)
O (-1.54791, -3.24177, 4.01761)
C (-0.36583, -3.87573, 4.50648)
C (0.67807, -2.82442, 4.81958)
N (0.21343, -1.95319, 5.97514)
C (0.92173, -0.65492, 5.97472)
C (2.29659, -0.84143, 6.60565)
O (2.91504, 0.41678, 6.54592)
C (4.08172, 0.40966, 7.34401)
H (-2.96558, -4.72360, 4.42255)
H (-2.06864, -4.73835, 2.83929)
H (-3.32637, -3.59109, 3.05463)
H (-0.04946, -4.56943, 3.73332)
H (-0.59473, -4.31154, 5.50254)
H (1.01066, -2.25220, 3.94648)
H (1.49302, -3.40487, 5.21832)
H (-0.79092, -1.84673, 5.81090)
H (0.43967, 0.08138, 6.53719)
H (1.13490, -0.23902, 5.00203)
H (2.94326, -1.53685, 6.13703)
H (2.23202, -1.06953, 7.65416)
H (4.65046, -0.47658, 7.10607)
H (3.77534, 0.30112, 8.38356)
H (4.58277, 1.34974, 7.17283)
C (3.40633, 2.59464, -3.72701)
O (3.15741, 1.20035, -3.60039)
C (4.25095, 0.57660, -2.99694)
C (4.01252, -0.89102, -2.85643)
N (5.22811, -1.53489, -2.54014)
C (5.03666, -2.83400, -1.91250)
C (6.37786, -3.43406, -1.66465)
O (6.27676, -4.76832, -1.12165)
C (7.27050, -5.67162, -1.57877)
H (2.45744, 3.07661, -3.90274)
H (4.18761, 2.82054, -4.49423)
H (3.74604, 2.88165, -2.75793)
H (4.37826, 1.09496, -1.99049)
H (5.16399, 0.69553, -3.52061)
H (3.68959, -1.25688, -3.85464)
H (3.30336, -1.12704, -2.08197)
H (5.84327, -0.91046, -2.00125)
H (4.44663, -3.46947, -2.59576)
H (4.45237, -2.69072, -0.99923)
H (7.05590, -2.89192, -0.99910)
H (6.85166, -3.54230, -2.62329)
H (8.27258, -5.23273, -1.47634)
H (7.07344, -6.00494, -2.59518)
H (7.27000, -6.56088, -0.93221)
C (-0.79335, 3.52439, -5.74797)
O (-0.68725, 3.26071, -4.33216)
C (-0.51817, 1.90549, -4.06379)
C (-0.88019, 1.62461, -2.62359)
N (-2.20756, 1.07167, -2.36081)
C (-3.20002, 2.14117, -2.50708)
C (-3.35938, 3.03320, -1.28133)
O (-4.56570, 3.71429, -1.48287)
C (-4.98653, 4.39292, -0.31650)
H (-0.92552, 4.57341, -5.94531)
H (-1.58829, 2.90672, -6.23420)
H (0.08000, 3.19385, -6.22021)
H (0.48639, 1.56339, -4.32763)
H (-1.16681, 1.36339, -4.68148)
H (-0.83683, 2.45777, -1.91261)
H (-0.04572, 1.00146, -2.23311)
H (-2.35236, 0.32809, -3.04266)
H (-4.20134, 1.66563, -2.60279)
H (-3.06560, 2.87615, -3.38359)
H (-2.54666, 3.70940, -1.27351)
H (-3.36435, 2.38034, -0.42013)
H (-5.77528, 5.11917, -0.53648)
H (-4.11170, 4.98558, 0.15640)
H (-5.36564, 3.73384, 0.56128)
C (2.31521, 3.42505, 5.01764)
O (1.46336, 4.10174, 4.00754)
C (0.13080, 3.62565, 4.07306)
C (-0.73279, 4.56312, 3.29533)
N (-0.46326, 4.47782, 1.83491)
C (0.60545, 5.34736, 1.30985)
C (0.33127, 5.77069, -0.13850)
O (-0.94640, 6.36242, -0.29355)
C (-1.35227, 6.79002, -1.62468)
H (2.20935, 2.36922, 5.18075)
H (2.34982, 3.96404, 5.98213)
H (3.29275, 3.61976, 4.62609)
H (-0.15383, 3.70475, 5.10777)
H (0.15369, 2.59203, 3.70800)
H (-0.47093, 5.61502, 3.59598)
H (-1.76618, 4.31855, 3.51739)
H (-1.36787, 4.70217, 1.43526)
H (1.57790, 4.87271, 1.34513)
H (0.66229, 6.20818, 1.99701)
H (0.45308, 4.95503, -0.84089)
H (1.13350, 6.50141, -0.42804)
H (-0.58898, 6.83639, -2.39546)
H (-1.86435, 7.76948, -1.54494)
H (-2.01318, 5.98810, -1.91851)
C (3.17616, 0.61648, 3.34805)
O (1.94012, 0.38580, 2.68856)
C (1.87293, 0.80334, 1.27328)
C (0.74979, 0.00373, 0.59341)
N (-0.58542, 0.50877, 0.70262)
C (-1.23267, 0.26050, 2.00001)
C (-2.67828, 0.68303, 1.89611)
O (-3.22317, 0.15281, 0.74342)
C (-4.61753, 0.15669, 0.74499)
H (3.42709, 1.66389, 3.31877)
H (3.95739, 0.18008, 2.72070)
H (3.20968, 0.06217, 4.27005)
H (2.81855, 0.67184, 0.76745)
H (1.57040, 1.86075, 1.21151)
H (0.79074, -0.99949, 1.00652)
H (0.89443, -0.15560, -0.48959)
H (-0.60922, 1.54053, 0.56997)
H (-0.74636, 0.79268, 2.77727)
H (-1.27147, -0.78345, 2.21566)
H (-2.75424, 1.82966, 1.93760)
H (-3.13179, 0.25444, 2.84431)
H (-5.07539, -0.34909, 1.59302)
H (-4.93548, -0.25900, -0.20980)
H (-5.09680, 1.17831, 0.79871)

Calculated values
**Frontier orbital gap**: 8.4 eV
**LUMO**: 0.530 eV
**DFT total energy**: -76298.1042 eV
**HOMO level**: -7.919 eV

Atomic partial charges in e from the Löwdin method, atoms 1 to 99:
1. Li 0.552
2. C -0.035
3. C -0.605
4. C -0.100
5. O -0.356
6. H 0.024
7. H 0.055
8. H 0.069
9. H 0.111
10. H 0.069
11. H 0.085
12. H 0.079
13. C -0.052
14. C -0.496
15. C -0.074
16. O -0.058
17. H 0.077
18. H 0.071
19. H 0.080
20. H 0.122
21. H 0.066
22. H 0.099
23. H 0.099
24. H 0.050
25. C -0.071
26. C -0.482
27. C -0.045
28. O -0.114
29. H 0.095
30. H 0.080
31. H 0.073
32. H 0.137
33. H 0.085
34. H 0.058
35. H 0.080
36. H 0.015
37. C -0.153
38. O -0.214
39. C -0.208
40. C -0.181
41. N -0.028
42. C -0.180
43. C -0.236
44. O -0.241
45. C -0.088
46. H 0.090
47. H 0.070
48. H 0.112
49. H 0.122
50. H 0.136
51. H 0.116
52. H 0.105
53. H 0.097
54. H 0.105
55. H 0.086
56. H 0.108
57. H 0.117
58. H 0.085
59. H 0.088
60. H 0.090
61. C -0.087
62. O -0.191
63. C -0.260
64. C -0.238
65. N -0.093
66. C -0.206
67. C -0.216
68. O -0.204
69. C -0.121
70. H 0.076
71. H 0.108
72. H 0.066
73. H 0.139
74. H 0.113
75. H 0.144
76. H 0.098
77. H 0.124
78. H 0.139
79. H 0.120
80. H 0.129
81. H 0.110
82. H 0.086
83. H 0.083
84. H 0.087
85. C -0.074
86. O -0.193
87. C -0.230
88. C -0.182
89. N -0.080
90. C -0.169
91. C -0.243
92. O -0.175
93. C -0.119
94. H 0.082
95. H 0.103
96. H 0.059
97. H 0.119
98. H 0.099
99. H 0.113